1.
C10H22Br6O10S3 | the ωB97M-V functional and the def2-TZVPD basis

**Gap between HOMO and LUMO**: 9.633 eV
**Energy**: -17785.06536 Ha
**E_HOMO**: -10.3 eV
**LUMO level**: -0.70 eV

The geometry in ORCA input format:
```
! wB97M-V def2-TZVPD RIJCOSX def2/J DEFGRID3
* xyz 0 1
O 8.497 1.457 9.049
S 7.301 0.781 9.525
O 7.025 0.486 10.894
O 5.944 1.573 8.917
C 6.044 1.979 7.533
C 4.564 2.189 7.132
C 7.105 -0.817 8.580
H 6.424 1.249 6.819
H 6.630 2.896 7.478
H 3.896 1.373 7.406
H 4.454 2.292 6.053
H 4.230 3.069 7.682
H 7.409 -0.462 7.595
H 6.109 -1.201 8.358
H 7.800 -1.516 9.043
O -10.083 2.151 -4.891
S -10.662 1.322 -5.985
O -11.644 1.913 -6.828
O -9.527 0.580 -7.001
C -8.836 -0.545 -6.559
C -7.705 -0.292 -5.541
C -11.536 -0.145 -5.312
H -8.385 -1.029 -7.425
H -9.410 -1.385 -6.168
H -6.743 -0.474 -6.021
H -7.777 -1.120 -4.835
H -7.869 0.602 -4.940
H -11.981 -0.729 -6.117
H -12.318 0.214 -4.643
H -10.920 -0.864 -4.771
C -0.008 0.602 -1.534
Br 0.523 1.840 -0.071
Br 1.556 0.309 -2.771
Br -1.449 1.465 -2.518
H -0.585 -0.236 -1.142
C -1.917 1.729 -9.392
Br -1.515 -0.064 -10.279
Br -3.862 2.235 -9.630
Br -1.016 3.266 -10.305
H -1.614 1.635 -8.349
C 6.261 -2.485 0.892
C 5.622 -1.496 1.810
O 5.484 -2.052 3.096
S 5.098 -3.612 2.959
O 3.659 -3.734 2.600
O 5.658 -4.460 4.037
O 6.102 -3.755 1.538
H 7.344 -2.354 0.893
H 5.823 -2.469 -0.105
H 4.616 -1.346 1.419
H 6.184 -0.563 1.826
*
```



2.
C4H6N2O3 | the ωB97M-V functional and the def2-TZVPD basis

**Gap between HOMO and LUMO**: 9.319 eV
**Energy**: -491.14236 Ha
**Energy above the lowest of the compared OMol25 structures with the same formula, charge and spin**: 99.5 kcal per mole
**E_HOMO**: -9.2 eV
**LUMO level**: 0.16 eV

The geometry in ORCA input format:
```
! wB97M-V def2-TZVPD RIJCOSX def2/J DEFGRID3
* xyz 0 1
C -2.326 -0.761 -0.193
N 1.239 0.593 0.588
C 0.648 1.154 -1.179
C 0.170 -0.221 -0.205
C -1.233 0.100 0.353
N 2.481 -0.024 0.815
O 1.259 1.930 -1.764
O 0.477 -1.334 -0.643
O -1.384 1.009 1.138
H 0.845 1.088 1.384
H 2.381 -1.001 0.532
H 3.175 0.406 0.208
H -3.277 -0.500 0.266
H -2.073 -1.808 -0.024
H -2.383 -0.631 -1.277
*
```



Copy entry 1 word for word.
C10H22Br6O10S3 | the ωB97M-V functional and the def2-TZVPD basis

**Gap between HOMO and LUMO**: 9.633 eV
**Energy**: -17785.06536 Ha
**E_HOMO**: -10.3 eV
**LUMO level**: -0.70 eV

The geometry in ORCA input format:
```
! wB97M-V def2-TZVPD RIJCOSX def2/J DEFGRID3
* xyz 0 1
O 8.497 1.457 9.049
S 7.301 0.781 9.525
O 7.025 0.486 10.894
O 5.944 1.573 8.917
C 6.044 1.979 7.533
C 4.564 2.189 7.132
C 7.105 -0.817 8.580
H 6.424 1.249 6.819
H 6.630 2.896 7.478
H 3.896 1.373 7.406
H 4.454 2.292 6.053
H 4.230 3.069 7.682
H 7.409 -0.462 7.595
H 6.109 -1.201 8.358
H 7.800 -1.516 9.043
O -10.083 2.151 -4.891
S -10.662 1.322 -5.985
O -11.644 1.913 -6.828
O -9.527 0.580 -7.001
C -8.836 -0.545 -6.559
C -7.705 -0.292 -5.541
C -11.536 -0.145 -5.312
H -8.385 -1.029 -7.425
H -9.410 -1.385 -6.168
H -6.743 -0.474 -6.021
H -7.777 -1.120 -4.835
H -7.869 0.602 -4.940
H -11.981 -0.729 -6.117
H -12.318 0.214 -4.643
H -10.920 -0.864 -4.771
C -0.008 0.602 -1.534
Br 0.523 1.840 -0.071
Br 1.556 0.309 -2.771
Br -1.449 1.465 -2.518
H -0.585 -0.236 -1.142
C -1.917 1.729 -9.392
Br -1.515 -0.064 -10.279
Br -3.862 2.235 -9.630
Br -1.016 3.266 -10.305
H -1.614 1.635 -8.349
C 6.261 -2.485 0.892
C 5.622 -1.496 1.810
O 5.484 -2.052 3.096
S 5.098 -3.612 2.959
O 3.659 -3.734 2.600
O 5.658 -4.460 4.037
O 6.102 -3.755 1.538
H 7.344 -2.354 0.893
H 5.823 -2.469 -0.105
H 4.616 -1.346 1.419
H 6.184 -0.563 1.826
*
```



- What is the E_HOMO in the first record?
  -10.3 eV



- Among the records above, which one has the lowest LUMO level?
  C10H22Br6O10S3